Entry 1:
Computed, not measured: a 14-piece molecular cluster, C44H123N11O21 overall, with the ωB97M-V functional and the def2-TZVPD basis.

Summary:
Lowest unoccupied orbital energy (eV): -0.1
HOMO level (eV): -8.32
Largest force on an atom (eV Å⁻¹): 7.1
Energy above the lowest of the compared OMol25 structures with the same formula, charge and spin (eV): 4.661

XYZ file:
```
199
Properties=species:S:1:pos:R:3:forces:R:3:lowdin_charge:R:1
C 0.3199 6.1424 2.5545 0.6 0.5 -2.6 -0.798
O 0.4108 5.2795 3.3440 0.7 -3.4 5.8 0.035
N 1.1847 7.1470 2.4316 1.5 1.8 0.9 0.176
N -0.4717 5.9569 1.5581 -2.2 1.7 -3.9 0.205
H 1.7243 7.2720 3.2762 0.2 0.4 -0.4 0.116
H 1.0551 7.9090 1.7815 0.1 -0.1 0.4 0.108
H -1.1750 5.2352 1.4897 -0.3 -0.2 0.0 0.074
H -0.3958 6.6600 0.8370 -0.7 -0.4 -0.3 0.110
C 1.9735 2.2156 4.0059 1.5 -1.7 -0.9 -0.827
O 2.5057 1.1576 4.1888 1.7 -2.9 -0.7 0.045
N 1.8218 2.8851 2.8880 -0.1 1.4 -3.3 0.184
N 1.4512 2.8045 5.0080 -3.3 3.6 5.1 0.170
H 1.5260 3.8492 2.9437 -0.1 0.0 0.1 0.067
H 2.2687 2.6346 2.0176 0.2 -0.5 0.1 0.074
H 1.5339 2.4402 5.9464 0.1 -0.1 -0.5 0.124
H 0.8768 3.6235 4.8687 0.2 0.1 0.2 0.083
C -4.8817 -0.6572 3.2318 -0.3 0.4 0.0 -0.085
O -5.5498 -1.0929 4.4276 0.7 2.8 -1.9 -0.189
C -5.0364 -2.2153 5.0385 -2.4 -1.5 -0.5 -0.213
C -5.9459 -3.3917 4.5353 1.1 -0.4 1.4 -0.220
N -5.6351 -3.8031 3.1813 -1.3 -1.0 -0.7 -0.043
C -6.4563 -5.0048 2.7854 0.9 0.3 0.1 -0.197
C -5.9359 -5.6300 1.5048 -2.5 -0.7 0.0 -0.206
O -6.5135 -4.9799 0.3188 2.5 0.1 1.3 -0.191
C -5.6164 -5.2394 -0.7516 -1.8 0.7 -0.9 -0.137
H -5.2157 0.3365 2.9333 -0.8 -0.1 0.3 0.081
H -5.0699 -1.3377 2.4014 0.2 -0.1 0.0 0.067
H -3.8145 -0.4523 3.3167 0.3 -0.7 0.4 0.073
H -5.3017 -1.9952 6.0726 0.8 -0.7 0.4 0.123
H -3.9925 -2.4291 4.8091 0.1 0.1 0.3 0.106
H -7.0122 -3.1889 4.6353 -0.1 0.7 0.2 0.117
H -5.7849 -4.2153 5.2309 0.3 -0.4 -0.1 0.109
H -6.1143 -3.1257 2.6056 0.6 0.7 -0.3 0.087
H -7.5151 -4.7764 2.6631 -0.2 0.3 -0.2 0.119
H -6.4580 -5.7642 3.5674 0.5 0.0 0.2 0.114
H -6.4344 -6.5955 1.4191 0.3 -0.6 0.4 0.114
H -4.8663 -5.8320 1.5622 0.2 0.7 -0.6 0.123
H -4.6181 -4.8254 -0.6103 0.1 -0.3 0.2 0.068
H -6.0998 -4.7208 -1.5796 0.3 0.2 -0.3 0.085
H -5.6833 -6.2874 -1.0436 0.7 -0.3 0.3 0.088
C 4.1827 -1.2857 1.2001 -0.4 -0.1 0.6 -0.096
O 3.0604 -2.1914 1.1546 1.0 0.2 -0.9 -0.207
C 1.9203 -1.6182 1.7967 -0.3 -1.7 -0.6 -0.179
C 0.6041 -2.3693 1.3448 1.4 1.9 -0.7 -0.128
N 0.1510 -1.8406 -0.0070 -1.1 -1.4 2.1 -0.043
C -1.0800 -2.6068 -0.4292 1.5 0.3 -0.7 -0.176
C -2.1878 -2.5104 0.5879 -0.1 0.6 0.6 -0.208
O -2.3906 -1.1769 1.0322 0.1 0.3 -0.3 -0.199
C -3.1234 -0.3083 0.1658 -0.1 -0.7 1.1 -0.088
H 5.0719 -1.6827 0.7105 -0.5 -0.3 -0.5 0.082
H 4.5366 -1.0849 2.2113 -0.3 -0.2 0.5 0.084
H 3.8915 -0.2990 0.8401 0.0 0.0 -0.5 0.058
H 1.9315 -0.5734 1.4864 -0.6 0.3 0.7 0.102
H 2.0874 -1.8638 2.8455 -0.4 0.9 0.4 0.124
H -0.1516 -2.1872 2.1090 0.0 0.2 -0.2 0.085
H 0.7975 -3.4420 1.3414 0.1 -0.2 -0.2 0.120
H 0.9404 -1.9184 -0.6321 -0.1 -0.4 -0.5 0.097
H -0.8671 -3.6619 -0.6010 0.1 -0.3 0.1 0.110
H -1.3423 -2.2223 -1.4148 -0.4 0.2 0.1 0.084
H -1.9583 -3.0767 1.4905 0.3 0.1 0.0 0.119
H -3.1199 -2.9786 0.2714 -0.2 0.1 -0.6 0.112
H -2.7269 -0.1607 -0.8388 0.3 -0.2 0.0 0.066
H -3.1302 0.6501 0.6849 0.0 0.0 -0.1 0.073
H -4.1314 -0.7222 0.1355 -0.4 0.2 -0.4 0.086
C 2.2794 -8.5732 -3.9400 -0.8 1.1 1.1 -0.110
O 3.2151 -7.8793 -3.0658 -0.3 0.3 -2.7 -0.183
C 3.7701 -6.7822 -3.8754 0.6 0.3 1.8 -0.191
C 3.2188 -5.4151 -3.4228 -0.9 0.5 0.0 -0.199
N 1.7937 -5.2746 -3.7337 -1.4 -0.2 0.1 -0.081
C 1.1200 -4.0619 -3.2011 0.1 -0.1 -2.0 -0.169
C -0.4069 -4.0576 -3.6221 0.9 -0.2 1.2 -0.184
O -1.0582 -5.0889 -2.8594 -1.6 -0.5 -0.5 -0.209
C -2.5068 -5.1895 -3.0988 1.0 0.2 -0.4 -0.081
H 1.6108 -9.1748 -3.3242 0.5 -0.5 0.0 0.085
H 2.7149 -9.0969 -4.7910 0.3 -0.2 0.3 0.085
H 1.5910 -7.8243 -4.3315 0.0 0.1 -0.4 0.064
H 3.6934 -6.8795 -4.9584 -0.9 -0.3 0.0 0.114
H 4.8502 -6.8573 -3.7491 0.1 0.4 0.5 0.111
H 3.7340 -4.5994 -3.9300 0.2 -0.1 -0.4 0.112
H 3.2814 -5.1221 -2.3747 0.9 -0.8 0.5 0.114
H 1.2714 -6.0382 -3.3285 0.2 -0.5 0.1 0.083
H 1.6839 -3.2846 -3.7168 -0.6 0.7 -0.1 0.108
H 1.2818 -3.8248 -2.1496 -0.3 -0.5 0.5 0.102
H -0.5454 -4.2216 -4.6908 0.3 -0.2 -0.1 0.119
H -0.8775 -3.1067 -3.3723 0.2 0.2 0.1 0.072
H -2.8006 -5.3585 -4.1347 0.7 0.3 -0.6 0.077
H -3.0222 -4.2757 -2.8031 0.1 0.1 0.4 0.072
H -2.9677 -6.0712 -2.6534 0.6 0.1 0.8 0.080
C 0.5053 4.7763 -1.8787 0.4 0.0 1.1 -0.120
O 0.7306 5.7646 -2.8254 -1.1 -0.5 -1.4 -0.180
C -0.3035 5.7867 -3.8316 0.9 1.8 -0.9 -0.201
C 0.3604 5.7781 -5.2258 0.0 1.7 1.2 -0.197
N -0.5263 6.2872 -6.2714 -0.3 -1.8 -0.4 -0.073
C -0.0559 6.1456 -7.6344 -0.4 -0.4 -1.8 -0.207
C 0.1386 4.6463 -8.1114 1.7 0.4 0.4 -0.172
O 0.9083 4.5645 -9.3525 -1.0 0.4 -0.4 -0.215
C 1.6707 3.3565 -9.5583 -1.0 0.1 1.8 -0.097
H -0.5443 4.6901 -1.5979 -0.1 0.0 -0.1 0.058
H 1.0339 5.1439 -0.9992 0.2 -0.6 0.2 0.088
H 0.8928 3.8134 -2.2116 0.0 -0.2 0.2 0.087
H -0.6661 6.8014 -3.6669 -0.9 0.0 -0.4 0.115
H -1.1226 5.0675 -3.8332 0.2 -0.3 0.8 0.124
H 0.8046 4.7905 -5.3503 -0.2 0.1 -0.7 0.110
H 1.1365 6.5335 -5.1028 0.8 -0.4 0.0 0.117
H -0.8954 7.2126 -6.1051 0.3 -0.1 0.2 0.111
H 0.8004 6.7429 -7.9478 1.1 -0.4 0.7 0.108
H -0.7472 6.6551 -8.3057 -0.8 -0.4 0.1 0.108
H -0.7616 4.0320 -8.0947 -0.4 0.4 -0.6 0.117
H 0.7413 4.1745 -7.3354 0.3 -0.1 0.1 0.084
H 1.0678 2.5242 -9.1953 0.1 -0.3 0.4 0.076
H 2.5613 3.4934 -8.9449 0.3 -0.5 -0.2 0.085
H 1.9118 3.0224 -10.5675 -0.1 1.2 -0.3 0.081
C -1.1188 -1.1358 4.9550 0.4 -0.4 -1.4 -0.119
O -0.3734 -2.2323 5.3697 1.3 -0.5 2.9 -0.198
C -0.5120 -2.4629 6.8186 -0.5 -2.8 -1.0 -0.171
C 0.4819 -3.5325 7.3966 -0.8 -0.1 -0.8 -0.209
N 0.3103 -4.8449 6.7301 -0.3 0.0 0.7 -0.075
C 1.2910 -5.9168 7.1643 -0.2 1.4 -1.8 -0.146
C 1.2445 -7.2132 6.2625 -1.2 1.3 1.6 -0.228
O 2.1479 -6.9680 5.2583 1.1 -0.6 -1.2 -0.183
C 2.8243 -8.0766 4.7411 1.9 -0.2 -0.7 -0.129
H -0.6834 -0.9880 3.9668 -0.1 1.1 0.0 0.083
H -1.0031 -0.3039 5.6499 -0.2 0.3 -0.3 0.084
H -2.1488 -1.4114 4.7289 -0.4 0.2 0.6 0.061
H -1.4610 -2.9992 6.8242 -0.5 0.2 0.7 0.109
H -0.5809 -1.6217 7.5083 0.3 0.6 -0.6 0.114
H 0.1719 -3.7135 8.4258 0.3 0.5 0.3 0.110
H 1.4952 -3.1362 7.3315 0.3 -0.1 0.2 0.111
H 0.3724 -4.6031 5.7514 0.3 -0.8 -0.4 0.094
H 1.3071 -6.0379 8.2474 -0.7 -0.3 -0.1 0.107
H 2.2529 -5.4652 6.9218 0.6 -0.4 0.2 0.103
H 0.2704 -7.3533 5.7937 -0.4 0.0 0.3 0.119
H 1.4586 -8.1051 6.8513 0.3 -0.1 0.1 0.114
H 2.3332 -8.8691 4.1764 -1.1 0.4 -0.1 0.085
H 3.4584 -8.6346 5.4300 -0.3 0.1 1.0 0.082
H 3.5998 -7.6792 4.0862 -0.3 0.2 -0.4 0.088
C 2.9894 1.5827 -3.8072 0.3 -0.9 0.9 -0.067
O 3.6455 1.9874 -2.5915 1.0 -0.2 0.2 -0.228
C 4.7885 1.1159 -2.2436 -0.1 2.5 0.6 -0.179
C 6.1051 1.5626 -2.8935 0.3 -0.1 -1.2 -0.192
N 6.5568 2.9967 -3.0054 -2.0 -1.2 0.0 -0.035
C 6.6217 3.5465 -1.6712 0.1 0.0 0.7 -0.255
C 7.2711 4.8947 -1.6700 1.2 -0.5 -0.7 -0.183
O 8.7005 4.6962 -1.9383 0.4 0.6 -1.3 -0.193
C 9.1935 4.9471 -3.2929 -0.8 -0.1 0.0 -0.101
H 2.3647 2.3059 -4.3314 0.4 0.8 0.6 0.079
H 2.2985 0.8126 -3.4640 0.2 -0.6 -0.8 0.066
H 3.7635 1.2653 -4.5058 -0.3 -0.4 -0.2 0.085
H 4.6166 0.0600 -2.4527 -0.2 0.1 -0.1 0.129
H 4.9805 1.2442 -1.1783 -0.8 -0.1 0.3 0.101
H 5.9938 1.0860 -3.8675 0.9 0.5 -0.5 0.101
H 6.9332 1.0951 -2.3608 -0.2 -0.9 0.2 0.114
H 7.4996 2.9221 -3.3600 0.1 0.1 0.0 0.081
H 7.1831 2.8605 -1.0367 0.3 0.0 0.5 0.120
H 5.6514 3.6641 -1.1888 -0.4 -0.2 -0.4 0.124
H 7.1995 5.3846 -0.6989 0.0 0.0 -0.1 0.120
H 6.7540 5.4645 -2.4420 0.3 0.4 -0.1 0.123
H 10.1720 4.5400 -3.5476 0.3 -0.3 1.2 0.079
H 9.2858 5.9963 -3.5734 -0.4 0.3 0.5 0.078
H 8.5887 4.4716 -4.0650 -0.6 0.1 0.1 0.065
C -3.7140 7.0711 -1.7665 -0.2 -0.5 -0.9 -0.120
O -3.0302 6.0359 -1.1324 1.5 -0.7 0.8 -0.213
C -3.6671 4.7702 -1.1232 0.1 -0.4 0.5 -0.184
C -2.9243 3.6119 -0.2965 -0.1 1.8 0.4 -0.142
N -2.6809 3.9251 1.1308 -1.2 1.1 -0.8 -0.065
C -3.9106 3.9452 1.9522 0.9 -0.3 -0.6 -0.178
C -3.5816 3.9927 3.4218 -1.0 0.2 0.1 -0.218
O -3.3463 2.6862 3.8817 0.8 -1.4 0.4 -0.219
C -2.8812 2.5601 5.2323 -0.4 1.1 0.4 -0.061
H -3.6325 7.0196 -2.8522 0.1 -0.4 -0.4 0.078
H -3.2439 8.0279 -1.5390 -0.4 -0.1 0.7 0.092
H -4.7785 6.9496 -1.5659 -0.2 0.8 0.4 0.085
H -3.8571 4.4373 -2.1435 0.3 -0.3 -0.3 0.114
H -4.6688 4.9506 -0.7330 -0.3 -0.3 0.5 0.102
H -1.9217 3.3830 -0.6578 -0.3 0.0 -0.6 0.097
H -3.5351 2.7099 -0.3348 -0.3 -0.1 -0.5 0.095
H -2.0718 3.1898 1.4602 0.1 -0.1 0.2 0.055
H -4.5086 3.0750 1.6815 -0.2 -0.6 0.5 0.117
H -4.6350 4.7444 1.7952 0.7 0.7 -0.7 0.117
H -4.4892 4.4359 3.8316 -0.1 -0.2 0.9 0.121
H -2.7652 4.6666 3.6816 0.3 0.0 -0.3 0.130
H -3.6953 2.9416 5.8486 0.2 0.1 0.4 0.095
H -1.9554 3.1072 5.4098 0.0 0.7 -0.2 0.084
H -2.5861 1.5857 5.6216 -0.7 -0.6 -1.1 0.080
O -2.4557 -0.9692 -3.5697 0.1 -0.1 0.1 -0.035
H -3.0069 -1.3092 -4.2745 -0.1 -0.2 -0.3 0.057
H -2.9432 -0.2220 -3.2229 -0.1 0.3 0.2 0.047
O -1.0984 1.9858 2.5203 0.4 -0.4 -0.5 -0.030
H -0.3011 2.2069 3.0016 0.7 0.1 -0.1 0.017
H -1.8077 2.3466 3.0524 -0.7 -0.2 0.5 -0.009
O -0.1640 0.8844 -0.3790 0.0 1.7 -0.8 -0.063
H -0.2167 -0.0706 -0.4171 0.2 -1.3 0.6 -0.020
H -0.2060 1.0900 0.5549 -0.4 0.0 0.6 0.018
O 0.3956 -0.6010 -3.0722 0.5 -0.2 -0.1 -0.045
H 0.4179 0.1140 -2.4362 0.0 0.3 0.3 0.007
H -0.5363 -0.7714 -3.2092 -0.5 -0.1 -0.2 -0.019
O 2.5239 1.8901 0.2392 0.4 0.1 0.5 -0.048
H 2.9877 2.0029 -0.5905 0.2 0.1 -0.6 0.007
H 1.6043 1.7992 -0.0104 -0.5 -0.3 -0.3 0.001
```
Forces are in eV/Å.


Entry 2:
Computed, not measured: C44H26F8N2NaO5SSb as an isolated structure, with the ωB97M-V functional and the def2-TZVPD basis.

Summary:
Lowest unoccupied orbital energy (eV): 3.6
HOMO level (eV): -1.82
Largest force on an atom (eV Å⁻¹): 0.3
Total charge: -2
Energy above the lowest of the compared OMol25 structures with the same formula, charge and spin (eV): 0.529

XYZ file:
```
88
Properties=species:S:1:pos:R:3:forces:R:3:lowdin_charge:R:1
Na -0.4151 -0.7364 -0.5750 0.0 -0.1 0.1 0.133
O 0.4508 -2.7244 7.5177 0.0 0.0 0.0 0.113
C -0.6506 -1.9410 7.4859 0.0 0.0 0.0 -0.482
O -1.2614 -1.7454 8.5041 0.0 0.0 0.0 0.094
C -1.0431 -1.3777 6.1618 0.0 0.0 0.0 -0.137
C -0.2050 -1.3831 5.0461 0.0 0.0 0.0 0.000
C -0.6303 -0.8513 3.8454 0.1 0.0 0.1 0.002
C -1.9135 -0.3289 3.7334 -0.1 0.1 0.0 -0.258
C -2.7514 -0.2956 4.8472 0.0 0.0 0.0 -0.014
C -2.3120 -0.8143 6.0531 0.0 0.0 0.0 -0.014
N -2.2647 0.2101 2.4874 0.0 0.0 0.0 0.134
C -3.3630 -0.1002 1.9442 0.0 0.0 0.0 -0.073
C -3.7208 0.3829 0.5927 0.0 0.0 0.0 -0.265
C -5.0309 0.2881 0.1491 0.0 0.0 0.0 -0.037
C -5.3251 0.7476 -1.1299 0.0 0.0 0.0 -0.075
C -4.3027 1.2462 -1.9087 0.0 0.0 0.0 -0.047
C -3.0077 1.2662 -1.3882 -0.1 0.0 0.0 -0.135
N -2.7274 0.8616 -0.1579 0.1 0.0 0.0 0.133
H 0.7951 -2.8538 6.6253 0.0 0.0 0.0 0.087
H 0.8114 -1.7636 5.0873 0.0 0.0 0.0 0.114
H 0.0169 -0.8217 2.9789 0.0 0.0 0.0 0.092
H -3.7327 0.1561 4.7663 0.0 0.0 0.0 0.108
H -2.9439 -0.7928 6.9308 0.0 0.0 0.0 0.115
H -4.0839 -0.7681 2.4341 0.0 0.0 0.0 0.128
H -5.7961 -0.1366 0.7875 0.0 0.0 0.0 0.101
H -6.3368 0.6925 -1.5132 0.0 0.0 0.0 0.099
H -4.4733 1.5765 -2.9238 0.0 0.0 0.0 0.108
H -2.1685 1.6004 -1.9852 0.0 0.0 0.0 0.080
O -0.3753 2.0651 -3.7921 -0.1 0.1 0.1 -0.016
C -0.0685 1.0574 -3.1368 -0.1 -0.2 -0.1 -0.672
O 0.0478 1.0004 -1.8736 0.2 0.1 0.1 -0.190
C 0.2276 -0.2273 -3.9020 0.0 0.0 0.0 -0.163
C 1.2597 -0.1490 -4.8333 0.0 0.0 0.0 -0.061
C 1.6754 -1.2502 -5.5673 0.0 0.0 0.0 -0.133
C 1.0179 -2.4593 -5.3770 0.0 0.0 0.0 -0.137
C -0.0324 -2.5424 -4.4784 0.0 0.0 0.0 -0.162
C -0.4662 -1.4446 -3.7164 -0.2 0.1 0.0 -0.658
S -1.8804 -1.6462 -2.6690 0.2 0.0 -0.1 0.478
H 1.7347 0.8155 -4.9755 0.0 0.0 0.0 0.107
H 2.4924 -1.1659 -6.2751 0.0 0.0 0.0 0.078
H 1.3185 -3.3401 -5.9358 0.0 0.0 0.0 0.081
H -0.5608 -3.4788 -4.3441 0.0 0.0 0.0 0.075
F 6.5320 2.8208 -0.7734 0.0 0.0 0.0 0.022
C 5.2413 2.6322 -0.3832 0.0 0.0 0.0 -0.290
C 4.5602 1.5293 -0.8496 0.0 0.0 0.0 -0.009
C 3.2446 1.3473 -0.4391 0.0 0.0 0.0 -0.104
C 2.6283 2.2527 0.4209 0.0 0.0 0.0 -0.352
C 3.3519 3.3576 0.8593 0.0 0.0 0.0 -0.112
C 4.6685 3.5586 0.4644 0.0 0.0 0.0 -0.028
Sb 0.5944 1.8549 0.9811 -0.1 -0.2 0.0 1.631
C -0.0742 3.8820 0.6986 0.1 0.0 0.0 -0.352
C -0.6606 4.1436 -0.5413 0.0 0.0 -0.1 -0.101
C -1.1021 5.4196 -0.8696 0.0 0.0 0.0 -0.008
C -0.9502 6.4232 0.0641 0.0 0.0 0.0 -0.293
F -1.3794 7.6791 -0.2428 0.0 0.0 0.0 0.020
C -0.3699 6.2115 1.2972 0.0 0.0 0.0 -0.032
C 0.0734 4.9288 1.6029 -0.1 0.0 0.0 -0.132
C 0.9675 1.9998 3.1076 0.0 0.1 0.0 -0.375
C 2.0929 1.3924 3.6629 0.0 0.0 0.0 -0.111
C 2.2431 1.2659 5.0389 0.0 0.0 0.0 -0.018
C 1.2467 1.7599 5.8557 0.0 0.0 0.0 -0.296
F 1.3793 1.6305 7.2013 0.0 0.0 0.0 0.033
C 0.1173 2.3728 5.3556 0.0 0.0 0.0 -0.022
C -0.0120 2.4809 3.9759 0.0 0.0 0.0 -0.144
H 5.0487 0.8328 -1.5178 0.0 0.0 0.0 0.116
H 2.6897 0.4900 -0.8017 0.0 0.0 0.0 0.098
H 2.8900 4.0807 1.5233 0.0 0.0 0.0 0.093
H 5.2444 4.4118 0.7989 0.0 0.0 0.0 0.107
H -0.7334 3.3499 -1.2798 0.0 0.0 0.0 0.076
H -1.5429 5.6354 -1.8338 0.0 0.0 0.0 0.117
H -0.2644 7.0351 1.9918 0.0 0.0 0.0 0.107
H 0.5354 4.7514 2.5681 0.0 0.0 0.0 0.086
H 2.8656 0.9930 3.0163 0.0 0.0 0.0 0.092
H 3.1083 0.7835 5.4765 0.0 0.0 0.0 0.116
H -0.6465 2.7303 6.0339 0.0 0.0 0.0 0.114
H -0.9142 2.9295 3.5723 0.0 0.0 0.0 0.100
F 3.2869 -4.8189 4.6679 0.0 0.0 0.0 0.068
C 2.7789 -3.9662 3.7481 0.1 0.0 0.1 -0.178
C 3.5317 -2.9067 3.2674 0.0 0.0 0.0 -0.164
F 4.7818 -2.7271 3.7349 0.0 0.0 0.0 0.088
C 3.0144 -2.0440 2.3253 -0.1 0.0 0.0 -0.143
F 3.7913 -1.0260 1.9070 0.0 0.0 0.0 0.080
C 1.6970 -2.1586 1.7978 0.0 0.2 0.0 -0.344
O 1.1829 -1.3131 0.9965 0.1 -0.1 0.0 -0.125
C 0.9842 -3.2746 2.3085 0.0 -0.1 0.1 -0.164
F -0.2778 -3.4780 1.8830 0.0 0.0 0.0 0.088
C 1.4995 -4.1386 3.2534 -0.1 0.0 -0.1 -0.172
F 0.7504 -5.1595 3.7155 0.0 0.0 0.0 0.088
```
Forces are in eV/Å.


What is the formula in the first record?
C44H123N11O21